# 1
52
Properties=species:S:1:pos:R:3:forces:R:3:mulliken_charge:R:1 method="wB97M-V/def2-TZVPD" de_lowest_kcal_mol=0.0 spin_multiplicity=2 total_charge=+1 orbital_gap_ev="7.38 / 7.42" energy_ev=-43664.083
C -0.96700 -1.77338 3.94959 0.00 -0.28 -0.27 -0.484
H -2.72236 -1.46461 -0.59603 -0.02 0.00 -0.04 0.235
H -1.11786 0.49512 1.29725 0.11 0.07 -0.16 0.365
H 3.21501 -0.65430 0.39530 0.04 -0.01 0.08 0.605
H 1.19785 3.51965 -2.41745 -0.02 0.02 -0.01 0.537
C 2.83343 -0.77356 1.40037 0.69 0.11 -0.23 -0.225
C -2.11775 0.04293 -2.05660 0.21 -0.23 -0.06 2.271
H 0.34700 3.22094 -0.90826 -0.01 0.05 0.08 0.358
H 2.92082 1.98102 -1.78449 0.02 0.01 0.00 0.578
C 3.06917 -0.58004 3.76400 -0.12 0.01 0.26 -0.584
H 1.53860 -0.78364 6.03081 -0.01 -0.01 0.02 0.426
N 1.59937 -1.20410 1.49839 -0.13 0.15 -0.82 -0.543
C 1.04916 -1.35502 2.71507 -0.85 -0.06 0.76 0.479
H -1.52225 1.90673 0.34719 0.04 0.07 0.10 0.468
H -0.54754 -3.10135 1.12990 -0.51 0.10 0.92 0.373
H 0.14136 1.68558 0.87670 0.05 -0.07 0.03 0.314
C 0.85367 1.42802 -2.05927 0.12 -0.16 -0.19 2.173
Ir 0.44744 -1.60850 -0.16676 0.63 -0.55 -1.18 0.990
C -0.73837 1.15685 0.51064 -0.41 0.09 -0.21 -1.478
H 2.62462 0.25918 -1.49422 -0.12 0.25 -0.02 0.249
H -3.29163 0.17465 -0.20867 0.00 -0.01 0.03 0.338
S 1.06693 -2.28542 -2.04073 -0.39 0.42 0.60 -0.234
C 1.02469 -1.05534 5.11865 -0.01 0.02 0.06 -0.782
C 3.61742 -0.47446 2.52243 0.14 0.04 -0.28 -0.942
H -1.89039 -2.20484 1.45658 -0.03 0.32 -0.03 0.269
C 1.02202 1.07401 -3.53889 -0.05 -0.17 -0.13 -1.766
H 3.63629 -0.32027 4.64853 0.01 -0.01 0.01 0.452
H -1.74217 -1.94489 -2.87880 0.05 -0.12 0.05 0.380
H -2.74361 2.13209 -1.81159 0.00 0.04 -0.02 0.381
C -2.67880 1.36536 -2.58725 0.13 0.20 -0.15 -1.922
H -1.29905 -0.64166 -3.97549 0.07 0.03 -0.06 0.307
H 1.81599 1.68920 -3.97271 0.00 -0.01 -0.02 0.513
C 1.73189 -1.00733 3.89585 -0.15 -0.10 -0.12 0.725
H -0.84209 -1.40686 6.06613 -0.01 0.00 0.02 0.412
C -2.01975 -0.95223 -3.22115 -0.04 0.11 0.05 -1.704
N -0.87784 -2.17619 1.47377 1.09 -0.36 0.17 -0.482
H -3.69053 1.19600 -2.96348 -0.04 0.01 -0.02 0.534
C 0.43170 2.89840 -1.94443 -0.13 0.14 -0.12 -1.756
H 0.10860 1.26790 -4.11304 0.13 -0.05 0.09 0.328
H -4.05140 -0.74757 -1.50408 -0.02 0.00 -0.01 0.533
H -2.00589 -2.07745 3.99238 0.00 0.02 0.02 0.414
C 2.21103 1.26800 -1.35646 0.05 -0.13 -0.04 -1.918
H -2.99339 -1.03457 -3.71152 -0.03 0.03 0.00 0.502
H 4.63379 -0.13925 2.37722 0.00 0.00 -0.01 0.425
Si -0.44094 0.35455 -1.19590 -0.14 0.04 0.62 -0.074
C -3.09599 -0.52800 -1.02139 0.05 0.04 0.05 -1.760
H 1.30252 0.02111 -3.68160 -0.06 0.22 0.00 0.301
C -0.29481 -1.40057 5.13467 -0.01 0.01 0.06 -0.790
H 2.14667 1.47820 -0.28336 0.00 -0.01 -0.05 0.339
H -2.08287 1.76280 -3.42088 -0.14 -0.09 0.22 0.340
H -0.51785 3.11120 -2.44774 0.16 -0.06 0.08 0.316
C -0.29492 -1.79411 2.76080 -0.33 -0.13 -0.13 0.211



# 2
46
Properties=species:S:1:pos:R:3:forces:R:3:mulliken_charge:R:1 method="wB97M-V/def2-TZVPD" de_lowest_kcal_mol=0.0 total_charge=+2 orbital_gap_ev=3.13 energy_ev=-64231.054
H -7.94358 -22.96854 -14.92278 -0.05 -0.06 0.00 0.272
H -8.40716 -19.22416 -15.97876 -0.03 0.06 -0.35 0.246
H -4.83673 -18.46011 -20.99876 0.00 -0.23 0.16 0.281
C -11.35813 -20.60656 -20.39300 -0.47 0.40 0.07 -0.928
H -9.04501 -27.19526 -17.94865 0.02 -0.14 -0.22 0.323
H -12.32988 -20.24107 -20.05510 -0.04 -0.29 0.00 0.457
H -10.71301 -19.73126 -20.38696 0.22 -0.14 -0.06 0.092
H -11.44601 -20.98364 -21.41120 0.06 -0.03 -0.01 0.280
N -8.57961 -22.19664 -15.04711 -0.17 0.52 -0.21 -0.413
H -12.55185 -21.92912 -18.61519 -0.09 -0.26 0.14 0.238
H -9.76519 -19.94575 -16.93952 0.23 0.09 -0.21 0.135
H -10.98281 -25.55467 -16.55029 0.08 -0.05 0.22 0.201
H -3.52352 -18.40038 -22.08295 0.17 -0.17 -0.02 0.235
O -8.80585 -21.05818 -22.58988 -0.33 -0.73 0.23 -0.468
C -9.36686 -25.13472 -17.75276 -0.71 -0.08 -0.44 0.607
C -4.03541 -20.29148 -21.52127 0.55 0.44 -0.43 0.597
S -8.09198 -19.90409 -22.23401 1.01 -2.42 -1.77 0.972
C -9.12916 -20.03442 -16.06484 -0.16 0.01 0.93 -0.908
Tl -6.81517 -22.60245 -19.64079 -0.25 -0.42 0.53 1.209
C -9.53168 -26.41565 -18.53852 0.16 0.48 0.55 -1.199
H -3.16158 -20.62519 -23.41975 0.46 0.06 -0.16 0.378
O -9.59912 -21.98364 -19.62086 0.38 -0.33 0.08 -0.237
C -8.37553 -21.33636 -16.07053 -0.28 -0.86 -0.24 0.626
F -6.64148 -20.08218 -22.76686 -0.09 -0.08 0.10 -0.151
O -8.49754 -24.31338 -18.01019 0.57 0.34 0.08 -0.488
F -7.49908 -19.19548 -18.43633 0.11 -0.17 -0.42 -0.159
O -6.53222 -17.90383 -20.13186 0.62 0.01 -0.82 -0.648
H -2.93157 -21.95267 -22.22467 -0.04 -0.07 -0.34 0.326
H -11.36731 -23.09006 -18.10148 0.26 0.03 0.07 0.192
O -7.65423 -21.64706 -17.01575 0.35 0.37 -0.35 -0.445
H -1.99131 -20.51630 -21.96594 0.16 0.31 -0.56 0.391
C -10.79657 -21.68830 -19.51416 0.17 0.72 0.23 0.586
N -7.69158 -20.12973 -20.60347 -0.10 -0.11 -0.59 0.017
O -8.48170 -18.64576 -22.65247 -0.54 2.16 0.28 -0.460
H -10.57807 -26.67833 -18.67174 -0.02 -0.04 -0.07 0.413
H -10.07395 -24.12586 -16.13577 -0.04 0.01 0.11 0.209
C -2.92548 -20.87902 -22.39160 -0.80 -0.44 1.32 -1.172
H -9.76191 -19.95218 -15.17853 -0.03 -0.08 -0.06 0.466
H -9.02424 -26.26980 -19.48496 -0.02 -0.27 -0.09 0.300
S -7.67379 -18.69160 -19.89737 -0.03 1.17 3.20 1.055
N -11.59050 -22.23146 -18.58514 -0.21 0.20 -0.61 -0.277
N -4.09541 -18.96076 -21.46985 -0.11 0.00 -0.08 -0.174
H -9.20433 -21.92714 -14.30642 0.23 -0.07 0.24 0.207
O -4.83941 -21.01287 -20.91026 -0.61 0.36 0.25 -0.398
O -8.96461 -18.12649 -19.93785 -0.68 -0.07 -0.37 -0.457
N -10.28240 -24.87036 -16.78203 0.10 -0.12 -0.30 -0.334



# 3
76
Properties=species:S:1:pos:R:3:forces:R:3:mulliken_charge:R:1 method="wB97M-V/def2-TZVPD" spin_multiplicity=2 total_charge=+1 orbital_gap_ev="6.78 / 7.00" energy_ev=-204573.743
N 0.97796 2.30161 -0.96679 0.14 0.34 0.17 0.586
H 1.18769 -3.38111 0.18062 0.00 -0.08 0.00 0.618
C -0.71233 2.92833 -2.60824 0.18 -0.18 0.15 -1.369
C -1.51514 0.96948 -3.84880 0.09 -0.02 0.10 -1.318
H 2.42367 1.79777 0.40813 0.05 -0.17 0.07 0.512
N 1.04221 -0.60270 -2.73706 0.13 0.05 0.40 0.701
H -4.54546 -2.09152 -0.74686 0.04 0.01 -0.06 0.476
C 1.43728 -1.88728 -2.67345 -0.12 0.40 -0.05 -0.519
H 1.07275 5.84607 0.55329 0.02 -0.10 -0.06 0.413
H 2.52995 4.02226 1.46248 -0.01 0.01 0.00 0.488
H 1.09085 -3.34045 5.67834 0.03 0.07 -0.02 0.405
As 1.07461 -0.91468 0.60911 -0.14 0.41 -0.22 0.772
H -2.08020 -1.99136 -0.55997 0.01 0.00 0.07 0.734
C 3.46835 -1.02512 5.00783 -0.04 0.04 -0.11 -0.748
C -2.60152 -1.38204 -1.28080 0.19 0.00 -0.24 -0.357
H -4.03921 -1.47032 4.73051 0.08 0.12 -0.18 0.392
C -2.43315 0.15287 -2.97684 0.23 -0.02 0.10 0.774
H 1.32090 0.92852 2.22533 0.11 0.24 0.00 0.457
H -0.38044 5.34466 -1.40859 0.13 -0.17 0.12 0.485
H -0.61555 3.66514 -3.41178 -0.03 0.08 -0.08 0.538
H -0.30777 -3.01568 1.06534 0.10 -0.05 0.00 0.272
C 1.06205 4.85332 0.11573 0.04 0.19 0.15 -0.584
C 0.75527 -2.79052 0.98632 -0.14 -0.09 -0.13 -1.575
H 1.10493 -2.44891 -1.80746 0.00 0.08 -0.10 0.603
H -0.14994 0.05911 2.53832 -0.02 0.00 0.08 0.170
C 0.24939 4.57534 -0.96365 -0.16 0.31 -0.14 -1.215
H 3.23160 -2.12306 -5.51839 -0.14 0.10 0.17 0.422
C 1.38647 0.13345 -3.80512 -0.13 -0.11 0.18 0.691
C 1.86310 3.84489 0.63071 0.04 0.14 0.05 -0.958
H -3.48977 2.16567 2.49215 0.03 -0.12 0.08 0.387
H -1.74062 2.96111 -2.24258 -0.01 -0.06 0.03 0.547
N -1.84001 -0.57785 -2.02630 -0.18 -0.14 0.08 0.613
H 2.45596 0.24670 -5.65970 -0.07 -0.12 0.13 0.504
H 3.39032 -1.64686 1.27849 0.01 0.05 -0.03 0.507
H 2.50339 -3.51730 -3.56598 -0.04 0.19 -0.01 0.472
H 3.33872 0.46387 3.46499 -0.03 -0.04 0.04 0.383
C 2.21488 -2.47393 -3.65093 0.03 -0.07 -0.07 -1.051
C -3.84948 0.41707 3.70147 0.07 0.15 -0.12 -0.581
H -2.55554 -2.65509 3.13805 0.01 0.12 -0.05 0.477
N -0.41975 1.57475 -3.08361 -0.14 0.25 0.17 0.875
H 4.43887 -0.68425 5.35293 -0.09 -0.03 -0.03 0.396
C 2.84727 -0.38000 3.94175 0.06 -0.11 0.01 -0.300
C 0.91064 -0.06482 2.35713 0.25 -0.25 0.37 -0.420
H 3.31706 -2.59018 6.47599 -0.06 0.06 -0.15 0.386
C 1.59437 -0.78981 3.48585 0.02 0.15 0.01 -0.262
H -1.07824 0.28660 -4.57777 0.04 -0.03 -0.10 0.414
H -4.23436 0.72893 -3.97529 0.05 -0.05 0.14 0.459
C -2.42720 0.46094 1.74126 0.01 -0.38 -0.14 0.348
C 0.84738 1.54149 -3.82241 0.00 -0.29 0.24 -1.332
C 0.22428 3.29017 -1.47024 0.05 -0.37 -0.07 0.882
C -2.17928 -0.90086 1.93873 -0.42 0.12 0.31 0.803
C -3.79396 0.12439 -3.18756 -0.26 0.09 -0.18 -1.086
Se -1.64132 1.51744 0.34859 0.33 -0.09 -0.15 0.043
H 1.56230 2.18187 -3.31080 0.04 0.09 0.02 0.494
H -1.51681 -1.41687 1.26647 0.01 -0.05 -0.04 -0.638
C -3.97238 -1.45444 -1.40802 -0.17 -0.04 0.02 -0.995
H -0.01775 -2.17140 3.80883 0.07 0.03 0.03 0.439
H 0.73624 1.91852 -4.84171 -0.01 -0.05 -0.12 0.499
H -2.07686 1.71762 -4.40623 -0.08 0.11 -0.09 0.395
C -2.75863 -1.59493 3.00467 0.14 0.07 -0.28 -0.790
C -4.58127 -0.67470 -2.37527 -0.21 -0.04 0.01 -0.492
C 1.79604 2.59807 0.05412 -0.20 -0.03 -0.39 -0.523
C -3.59385 -0.93717 3.89306 -0.06 0.05 0.09 -0.734
C 2.84213 -2.09466 5.63372 -0.04 -0.02 0.03 -0.438
Co -0.06979 0.34526 -1.24119 -0.13 -0.39 -0.11 0.559
H 3.50779 -0.09462 0.42531 -0.06 0.03 -0.01 0.287
C 2.60732 -1.69830 -4.73421 0.10 0.01 -0.15 -0.285
H 1.25227 -3.04594 1.91660 0.05 -0.08 0.07 0.646
C 3.00841 -1.06122 0.44066 0.05 -0.13 0.01 -1.378
C 1.59162 -2.51190 5.18961 0.03 0.04 -0.06 -0.816
H -4.49903 0.94428 4.39420 0.07 -0.04 -0.11 0.393
H 3.23060 -1.58157 -0.48963 0.08 -0.01 -0.02 0.390
C 0.97476 -1.86353 4.12582 -0.03 0.00 0.13 0.117
C 2.17977 -0.38050 -4.81601 0.13 -0.12 -0.19 -1.129
C -3.27565 1.11017 2.63614 -0.21 -0.05 0.22 -0.757
H -5.65912 -0.69029 -2.49945 0.12 0.00 0.01 0.428



# 4
48
Properties=species:S:1:pos:R:3:forces:R:3:mulliken_charge:R:1 method="wB97M-V/def2-TZVPD" de_lowest_kcal_mol=96.7 orbital_gap_ev=10.56 energy_ev=-33280.742
H -0.70917 0.62467 0.14546 -1.39 0.41 1.20 -0.344
H -3.01117 1.01767 0.69446 -0.19 -0.51 -0.13 0.318
H 1.96883 1.74367 -2.06154 0.53 0.05 0.08 0.303
O -0.04117 0.28267 -0.40154 1.84 -0.48 -1.33 1.680
O -0.66717 -2.87133 2.27346 1.39 0.19 0.72 -0.808
H -0.89817 -0.17733 -2.74954 0.38 -0.01 -0.02 0.278
O 3.54983 -0.08433 -1.12154 0.19 -0.16 -0.66 -0.613
H 2.88083 2.63767 -0.32554 1.42 0.54 -0.70 0.323
H 2.73983 -0.57733 -1.29754 -0.74 -0.26 0.33 0.263
H 1.30483 0.12267 3.33646 0.29 0.24 0.27 0.348
O 1.29583 1.39267 -2.63754 -0.06 0.05 -0.70 -0.653
H -1.11417 3.39367 0.75546 0.13 -0.09 0.15 0.430
H 3.92283 -0.19533 -2.00954 0.41 0.34 0.29 0.330
H -0.18217 -3.51533 -0.26454 0.29 0.39 -0.63 0.307
H -2.60217 1.33367 -0.68854 0.36 0.62 -1.08 0.344
H 0.00983 -0.67733 -0.31954 -0.05 0.18 0.20 -0.170
H 1.36883 -2.77333 -2.27754 0.15 -2.90 -0.39 0.285
H -1.47517 3.37267 -1.24554 0.35 0.73 1.41 0.335
O 2.17383 2.36567 0.22046 -0.98 1.32 1.15 -0.655
O -1.69717 -2.18633 -0.16154 0.56 0.18 1.41 -0.683
O 0.61083 -4.06733 -0.21154 -0.35 0.56 -0.43 -0.622
H -1.11717 -2.70933 1.44746 -0.53 -0.07 -0.74 0.460
H -0.41417 4.66767 0.19946 -0.49 -0.37 0.21 0.322
H 0.19183 -2.40533 2.14946 -0.35 -0.55 0.08 0.376
O -2.95817 0.60467 -0.18454 -0.21 -0.28 1.09 -0.723
O 1.75483 0.87467 2.92146 -0.64 -0.65 -0.09 -0.631
O 1.37483 -1.87333 -2.11554 -0.56 3.00 0.65 -0.608
H -1.98017 -1.21133 -2.67254 1.05 -0.09 -0.36 0.307
H 2.02083 1.48367 -0.04454 -0.44 -1.82 -0.38 0.091
H -1.93417 3.02167 -2.54554 -1.41 1.43 -3.97 0.257
H -0.59217 2.53167 2.54546 1.11 1.60 1.15 0.323
O -1.72917 -0.54033 2.66346 -1.06 2.29 0.21 -0.578
O -1.28117 4.23367 0.30546 0.49 0.92 -0.53 -0.791
H 0.52583 1.47067 -2.07654 -0.56 -0.01 0.31 0.216
H -2.06317 -2.44733 -0.96854 -0.66 -1.32 -2.00 0.270
H 1.96083 -2.29833 0.62846 -0.54 -1.95 -1.46 0.231
H 0.43383 -1.58933 -2.25854 1.08 -0.33 -0.04 0.306
O 1.96583 -1.51533 1.12846 -0.62 1.06 1.12 -0.533
H -2.09517 -1.32033 -0.09454 -0.24 1.27 0.67 0.161
O -1.67017 2.61667 -1.79054 0.91 -2.45 2.45 -0.577
O -0.95117 2.09767 1.80246 -0.47 0.64 -1.12 -0.607
H 2.89583 -1.33733 1.15746 0.93 0.70 0.27 0.284
H -2.30217 -0.43933 3.43346 0.04 0.00 -0.15 0.237
O -1.01417 -1.13433 -2.85954 -2.00 0.54 -0.07 -0.771
H -1.32917 -1.38833 2.75646 0.67 -1.70 0.17 0.341
H 0.38283 -4.48733 0.60346 0.29 -0.98 1.09 0.331
H 1.56783 0.65667 1.99546 0.27 0.44 -0.06 0.139
H -1.07217 1.27567 2.22046 -0.61 -2.73 0.34 0.171



# 5
24
Properties=species:S:1:pos:R:3:forces:R:3:mulliken_charge:R:1 method="wB97M-V/def2-TZVPD" de_lowest_kcal_mol=83.3 spin_multiplicity=3 orbital_gap_ev="7.51 / 8.13" energy_ev=-21397.634
H -2.34040 -0.86728 0.00405 -1.21 0.12 -0.08 0.126
C 4.01275 0.87143 0.75672 -0.77 1.71 -3.31 -1.018
H -2.97304 -1.36152 1.50857 -1.39 0.27 2.23 0.305
C -2.48935 -1.71952 0.68104 0.68 0.00 -4.14 -0.491
H -0.75801 -0.19315 -0.92418 -0.12 -0.12 -0.63 0.181
H -1.55032 3.12111 -1.69683 0.85 0.07 1.73 0.248
H -0.41484 -3.22442 -0.48567 0.43 0.57 -0.26 0.331
H -0.31723 3.00930 0.79700 0.07 0.01 -0.11 0.248
H -2.98243 -2.52789 0.07572 -0.16 0.58 0.85 0.258
H -0.32081 -1.48741 -2.22735 -0.51 0.18 -0.94 0.244
S 1.55871 -0.01926 0.55101 -1.08 -1.87 -0.86 -0.044
C -1.80697 2.74329 -0.66640 -4.83 -1.25 -5.46 -0.429
C -0.35656 -1.16076 -1.22123 0.45 1.41 -0.45 -0.586
C 3.18055 -0.09818 0.07714 -1.18 -0.25 1.08 -0.054
H -1.89377 2.14688 1.23324 0.08 -0.18 0.55 0.234
H 3.64753 1.26664 1.64887 -0.84 0.19 1.79 0.317
C -1.28382 2.63014 0.49555 1.01 0.08 1.98 -0.447
O -1.19704 -2.06321 0.96847 2.82 -0.16 0.68 -0.353
H -2.92195 2.24221 -0.92103 2.82 1.21 1.30 0.134
H 4.96871 0.55534 0.85611 3.17 -0.89 0.53 0.360
H 1.69834 -1.99298 -0.92829 -0.26 0.15 0.35 0.390
C 0.89240 -1.44465 -0.43674 1.09 0.98 0.47 0.022
H 4.01768 1.73324 0.04972 0.48 0.07 0.50 0.270
C -0.37014 -2.15936 -0.19549 -1.60 -2.87 2.21 -0.247



# 6
32
Properties=species:S:1:pos:R:3:forces:R:3:mulliken_charge:R:1 method="wB97M-V/def2-TZVPD" total_charge=+2 orbital_gap_ev="5.79 / 5.69" energy_ev=-86084.472
H -2.95498 -2.32793 0.95329 -0.45 -0.07 0.15 0.373
H 4.46971 -0.59034 -1.40595 -0.51 0.08 -0.11 0.409
C 3.45822 -1.24571 1.21263 -0.79 -0.31 0.02 -1.186
H 3.30167 1.75539 1.55779 0.44 0.05 -0.21 0.369
H -3.00096 0.10630 -2.21865 -0.44 -0.25 -0.05 0.372
H 4.66235 1.16100 0.47624 -0.42 0.40 0.10 0.421
C -3.31803 -0.65097 -1.48999 0.69 -0.15 -0.31 -1.172
C 0.00276 1.86884 0.71001 -0.11 5.00 -1.08 0.205
H 4.54920 -1.22104 1.02751 -0.61 -0.07 0.30 0.428
H -2.83168 -1.60776 -1.77425 -0.58 0.38 0.03 0.358
O -0.04665 3.01800 0.81896 0.20 -3.84 0.55 -0.152
H 3.31500 2.23999 -0.15459 0.42 -0.02 0.17 0.382
H 3.02464 -2.22097 0.96117 0.41 -0.05 0.11 0.373
I 0.00683 -0.36200 2.40716 -0.12 -1.11 0.79 0.264
H -3.37891 2.11922 -0.17885 -0.41 -0.05 0.14 0.371
H -3.36109 1.64592 1.53456 -0.44 -0.01 -0.24 0.364
C 3.36934 -0.52219 -1.46568 -0.65 -0.33 -0.33 -1.222
C -3.42578 -1.37007 1.20734 0.74 -0.21 -0.10 -1.182
H -4.41639 -0.74277 -1.42388 0.50 -0.02 -0.16 0.397
H 3.01970 0.21442 -2.19995 0.47 -0.16 -0.13 0.408
Lu 0.01120 -0.22007 -0.60916 0.01 0.07 0.83 0.480
H 2.90547 -1.49286 -1.74918 0.72 0.53 0.12 0.281
I -0.47507 1.92305 -2.31326 0.14 -0.29 -0.99 0.017
H -4.51698 -1.37265 1.01095 0.67 -0.11 0.35 0.429
P 2.65139 -0.02782 0.13304 1.65 -0.53 -0.25 0.634
H 3.17175 -1.03351 2.24643 0.48 -0.06 0.04 0.402
H -4.69579 1.00062 0.44995 0.41 0.40 0.09 0.433
C -3.64128 1.31726 0.52199 0.71 0.48 0.09 -1.111
C 3.59855 1.44429 0.54571 -0.69 0.51 0.08 -1.135
I 0.33971 -1.52635 -3.15583 -0.42 0.38 -0.03 0.001
P -2.64960 -0.13482 0.12375 -1.50 -0.52 0.02 0.586
H -3.14431 -1.14448 2.24075 -0.50 -0.10 -0.01 0.405